{"formula": "C2H4ClNO", "method": "wB97M-V/def2-TZVPD", "elements": ["C", "C", "N", "O", "Cl", "H", "H", "H", "H"], "xyz": [[-0.307, 0.574, 0.238], [-1.368, -0.306, -0.015], [0.499, 1.375, 0.462], [1.612, -1.015, -0.363], [2.733, 0.013, -0.146], [-1.138, -0.733, -0.956], [-2.345, 0.238, -0.047], [-1.268, -1.192, 0.628], [1.583, 1.047, 0.199]], "largest_force_ev_per_a": 3.04, "total_charge": 0, "e_lumo_ev": 0.59, "homo_lumo_gap_ev": 8.821}


{"formula": "C11H9ClN6O3", "method": "wB97M-V/def2-TZVPD", "elements": ["O", "C", "N", "N", "C", "C", "C", "C", "C", "C", "C", "H", "H", "H", "Cl", "H", "H", "H", "C", "N", "C", "N", "C", "N", "N", "O", "O", "H", "H", "H"], "xyz": [[-4.394, -1.342, -0.627], [-3.239, -0.999, -0.705], [-2.244, -1.610, -0.014], [-0.961, -1.226, -0.144], [-0.056, -1.754, 0.577], [1.330, -1.360, 0.449], [1.722, -0.440, -0.527], [3.055, -0.091, -0.638], [4.008, -0.633, 0.217], [3.614, -1.539, 1.187], [2.288, -1.909, 1.303], [1.988, -2.621, 2.059], [4.351, -1.960, 1.854], [5.042, -0.345, 0.120], [3.540, 1.021, -1.854], [0.981, 0.001, -1.173], [-0.291, -2.525, 1.320], [-2.501, -2.377, 0.614], [-2.761, 0.183, -1.562], [-2.187, 1.199, -0.728], [-2.758, 1.860, 0.303], [-1.881, 2.646, 0.872], [-0.763, 2.430, 0.151], [-0.919, 1.557, -0.827], [0.483, 3.061, 0.437], [0.489, 3.923, 1.284], [1.448, 2.676, -0.183], [-3.781, 1.748, 0.597], [-3.620, 0.576, -2.111], [-1.982, -0.150, -2.251]], "largest_force_ev_per_a": 2.32, "total_charge": 0, "e_lumo_ev": -0.41, "homo_lumo_gap_ev": 8.610}


{"formula": "C5H6N2O3", "method": "wB97M-V/def2-TZVPD", "elements": ["C", "C", "C", "C", "C", "N", "N", "O", "O", "O", "H", "H", "H", "H", "H", "H"], "xyz": [[-0.030, 0.854, -1.518], [1.080, 0.844, -0.786], [0.088, -0.700, 0.828], [-1.236, 0.098, -0.736], [-2.039, 0.276, 0.995], [1.091, 0.304, 0.509], [-0.985, -0.152, 1.689], [-2.225, -0.154, -1.642], [-0.569, -1.127, -0.298], [-3.151, 0.608, 1.235], [-0.227, 1.261, -2.484], [2.030, 1.224, -1.126], [0.550, -1.552, 1.339], [2.014, 0.099, 0.861], [-0.985, -0.298, 2.689], [-2.836, -0.817, -1.290]], "largest_force_ev_per_a": 3.95, "total_charge": 0, "e_lumo_ev": 0.55, "homo_lumo_gap_ev": 9.092}


{"formula": "C10H11N3O2", "method": "wB97M-V/def2-TZVPD", "elements": ["C", "C", "N", "H", "H", "H", "C", "C", "N", "H", "H", "H", "C", "C", "C", "C", "C", "C", "N", "O", "O", "H", "H", "H", "H", "H"], "xyz": [[0.161, 0.121, 2.620], [0.745, -0.107, 3.959], [1.166, -0.295, 5.009], [0.879, 0.083, 1.812], [-0.400, 1.044, 2.753], [-0.552, -0.685, 2.455], [-3.083, -2.384, 0.451], [-2.724, -0.976, 0.566], [-2.476, 0.140, 0.654], [-3.856, -2.604, 1.193], [-2.253, -3.058, 0.636], [-3.557, -2.571, -0.510], [1.277, 2.545, -2.239], [2.403, 1.929, -1.707], [2.300, 0.650, -1.196], [1.052, 0.026, -1.213], [-0.090, 0.652, -1.694], [0.042, 1.925, -2.234], [0.987, -1.360, -0.745], [2.036, -1.969, -0.637], [-0.112, -1.822, -0.472], [1.385, 3.567, -2.585], [3.373, 2.407, -1.706], [3.159, 0.118, -0.817], [-1.058, 0.173, -1.700], [-0.806, 2.449, -2.653]], "largest_force_ev_per_a": 1.55, "total_charge": 0, "e_lumo_ev": -0.72, "homo_lumo_gap_ev": 9.613}


{"formula": "C2H5N3O3", "method": "wB97M-V/def2-TZVPD", "elements": ["C", "C", "H", "H", "H", "H", "H", "N", "N", "N", "O", "O", "O"], "xyz": [[-0.606, 0.313, 1.116], [-0.520, 0.036, -1.585], [0.430, 0.032, 3.260], [1.349, 0.250, 0.538], [-2.552, -0.158, 1.519], [-1.153, -0.086, -2.539], [1.450, -1.664, -3.003], [0.728, 0.602, 1.349], [-1.528, 0.013, 1.926], [0.625, -0.591, -1.819], [1.101, 0.080, 2.571], [-1.028, 0.550, -0.343], [0.985, -0.709, -3.123]], "largest_force_ev_per_a": 5.95, "total_charge": 0, "e_lumo_ev": 0.78, "homo_lumo_gap_ev": 10.153}


{"formula": "C15H32BBrFN3O11PS", "method": "wB97M-V/def2-TZVPD", "elements": ["C", "C", "C", "O", "P", "N", "C", "O", "S", "O", "O", "F", "O", "C", "C", "C", "O", "C", "Br", "C", "B", "O", "O", "O", "H", "H", "H", "H", "H", "H", "H", "H", "H", "H", "H", "H", "H", "H", "H", "H", "H", "H", "C", "C", "O", "N", "C", "H", "H", "H", "H", "H", "H", "H", "C", "C", "O", "N", "C", "H", "H", "H", "H", "H", "H", "H"], "xyz": [[-1.686, -0.337, -0.839], [-1.889, 1.187, -0.783], [-1.022, 1.812, -1.870], [0.360, 1.464, -1.873], [1.511, 1.875, -0.754], [0.464, 3.127, 0.137], [0.658, 4.275, -0.159], [0.859, 5.402, -0.434], [2.853, 0.407, -1.987], [4.013, -0.078, -1.302], [3.096, 0.950, -3.285], [1.979, -0.888, -2.268], [1.102, 0.639, 0.252], [2.063, 0.295, 1.233], [1.393, -0.383, 2.422], [1.721, -1.858, 2.471], [1.045, -2.552, 1.422], [2.874, 1.556, 1.477], [4.749, 0.966, 1.897], [2.429, 2.418, 2.657], [3.014, 3.880, 2.694], [3.548, 4.564, 1.639], [2.950, 4.534, 3.887], [2.854, 2.239, 0.305], [-1.031, -0.682, -0.051], [-2.634, -0.866, -0.747], [-1.224, -0.629, -1.775], [-1.632, 1.581, 0.191], [-2.929, 1.384, -1.034], [-1.172, 2.890, -1.932], [-1.397, 1.425, -2.815], [2.071, 2.825, -1.613], [2.695, -0.461, 0.769], [0.315, -0.280, 2.306], [1.708, 0.034, 3.372], [1.415, -2.254, 3.444], [2.803, -1.978, 2.395], [1.180, -3.498, 1.558], [1.341, 2.422, 2.674], [2.768, 1.936, 3.568], [4.114, 3.997, 1.100], [3.494, 5.330, 3.837], [-2.548, -2.154, -5.082], [-1.150, -1.606, -4.878], [-0.885, -0.822, -3.993], [-0.174, -2.033, -5.734], [-0.289, -2.957, -6.839], [-3.187, -1.717, -4.322], [-2.933, -1.889, -6.068], [-2.563, -3.240, -4.979], [0.729, -1.630, -5.534], [0.358, -3.824, -6.691], [-0.004, -2.478, -7.779], [-1.313, -3.306, -6.932], [-4.380, -0.752, 4.141], [-3.247, -0.930, 3.150], [-3.043, -0.147, 2.243], [-2.435, -2.011, 3.309], [-2.509, -3.047, 4.311], [-4.918, 0.152, 3.872], [-5.068, -1.598, 4.107], [-3.999, -0.649, 5.157], [-1.686, -2.053, 2.622], [-1.594, -3.075, 4.910], [-2.639, -4.029, 3.848], [-3.347, -2.872, 4.978]], "largest_force_ev_per_a": 1.27, "total_charge": -1, "e_lumo_ev": 2.29, "homo_lumo_gap_ev": 8.035}


{"formula": "C4H5AlO3", "method": "wB97M-V/def2-TZVPD", "elements": ["O", "C", "C", "O", "C", "C", "O", "Al", "H", "H", "H", "H", "H"], "xyz": [[-1.779, 1.711, -0.051], [-2.299, 0.530, 0.114], [-1.552, -0.614, -0.093], [-0.324, -0.471, -0.606], [1.437, -0.824, 0.266], [2.206, 0.360, 0.093], [1.601, 1.492, -0.245], [-0.069, 1.372, -0.728], [-3.347, 0.447, 0.431], [-1.919, -1.624, 0.110], [1.664, -1.637, -0.433], [1.106, -1.022, 1.296], [3.275, 0.281, -0.155]], "multiplicity": 2, "s_squared": 0.76, "largest_force_ev_per_a": 4.21, "total_charge": 1, "e_lumo_ev": [-6.58, -6.50], "homo_lumo_gap_ev": [5.633, 6.022]}


{"formula": "C48H120N8O16", "method": "wB97M-V/def2-TZVPD", "elements": ["C", "O", "C", "C", "N", "C", "C", "O", "C", "H", "H", "H", "H", "H", "H", "H", "H", "H", "H", "H", "H", "H", "H", "H", "C", "O", "C", "C", "N", "C", "C", "O", "C", "H", "H", "H", "H", "H", "H", "H", "H", "H", "H", "H", "H", "H", "H", "H", "C", "O", "C", "C", "N", "C", "C", "O", "C", "H", "H", "H", "H", "H", "H", "H", "H", "H", "H", "H", "H", "H", "H", "H", "C", "O", "C", "C", "N", "C", "C", "O", "C", "H", "H", "H", "H", "H", "H", "H", "H", "H", "H", "H", "H", "H", "H", "H", "C", "O", "C", "C", "N", "C", "C", "O", "C", "H", "H", "H", "H", "H", "H", "H", "H", "H", "H", "H", "H", "H", "H", "H", "C", "O", "C", "C", "N", "C", "C", "O", "C", "H", "H", "H", "H", "H", "H", "H", "H", "H", "H", "H", "H", "H", "H", "H", "C", "O", "C", "C", "N", "C", "C", "O", "C", "H", "H", "H", "H", "H", "H", "H", "H", "H", "H", "H", "H", "H", "H", "H", "C", "O", "C", "C", "N", "C", "C", "O", "C", "H", "H", "H", "H", "H", "H", "H", "H", "H", "H", "H", "H", "H", "H", "H"], "xyz": [[-0.272, -4.042, -4.336], [-1.142, -4.995, -3.881], [-2.434, -5.162, -4.502], [-2.889, -6.535, -4.071], [-2.237, -7.773, -4.478], [-1.803, -7.878, -5.901], [-2.938, -8.102, -6.939], [-3.063, -6.944, -7.761], [-3.658, -7.016, -9.068], [-0.479, -3.005, -4.072], [-0.115, -4.006, -5.414], [0.737, -4.148, -3.937], [-2.391, -5.219, -5.589], [-3.103, -4.347, -4.224], [-3.973, -6.610, -4.149], [-2.935, -6.566, -2.982], [-1.622, -8.056, -3.729], [-1.045, -8.661, -5.866], [-1.253, -6.966, -6.132], [-3.798, -8.317, -6.304], [-2.793, -9.045, -7.466], [-4.495, -7.691, -8.886], [-3.044, -7.453, -9.855], [-3.959, -6.009, -9.358], [5.196, 1.632, -0.364], [3.917, 1.653, -1.023], [3.918, 1.637, -2.435], [2.460, 1.550, -2.944], [2.231, 1.763, -4.395], [0.877, 1.818, -5.034], [0.883, 1.734, -6.577], [0.739, 3.053, -7.121], [-0.667, 3.435, -7.137], [5.994, 2.032, -0.990], [5.613, 0.676, -0.048], [5.121, 2.468, 0.331], [4.405, 0.724, -2.779], [4.314, 2.500, -2.970], [1.808, 2.122, -2.284], [2.410, 0.468, -2.825], [2.902, 2.469, -4.660], [0.312, 2.697, -4.725], [0.283, 1.004, -4.617], [0.113, 0.995, -6.797], [1.815, 1.323, -6.965], [-1.401, 2.838, -7.678], [-0.874, 4.479, -7.374], [-1.018, 3.397, -6.106], [0.132, 3.954, 4.260], [-0.225, 2.559, 3.972], [0.922, 1.787, 3.617], [1.124, 1.685, 2.102], [-0.049, 1.324, 1.261], [0.220, 1.027, -0.115], [1.026, -0.318, -0.340], [0.698, -1.133, -1.484], [0.106, -2.426, -1.199], [1.090, 4.014, 4.775], [-0.558, 4.407, 4.972], [0.140, 4.610, 3.390], [0.786, 0.817, 4.095], [1.837, 2.223, 4.020], [1.923, 1.046, 1.725], [1.313, 2.705, 1.768], [-0.480, 2.227, 1.124], [0.618, 1.900, -0.632], [-0.805, 0.888, -0.460], [1.005, -1.015, 0.497], [2.024, 0.121, -0.318], [-0.980, -2.464, -1.115], [0.549, -2.860, -0.303], [0.299, -3.115, -2.022], [-2.418, -6.586, 2.194], [-3.176, -5.686, 1.439], [-2.542, -4.526, 0.892], [-3.471, -3.503, 0.168], [-4.886, -3.665, 0.545], [-5.582, -4.675, -0.245], [-7.190, -4.770, -0.049], [-7.764, -6.035, -0.541], [-7.642, -6.244, -1.867], [-2.104, -5.983, 3.045], [-1.575, -7.016, 1.652], [-2.955, -7.487, 2.489], [-1.688, -4.773, 0.261], [-2.065, -4.017, 1.729], [-3.353, -3.787, -0.878], [-3.038, -2.542, 0.445], [-4.751, -4.202, 1.389], [-5.093, -5.645, -0.161], [-5.316, -4.259, -1.217], [-7.801, -3.949, -0.423], [-7.279, -4.874, 1.032], [-8.446, -6.960, -2.042], [-6.636, -6.662, -1.856], [-7.904, -5.394, -2.496], [-3.262, 8.917, 0.575], [-2.214, 9.407, -0.263], [-0.832, 9.402, 0.213], [-0.382, 7.996, 0.716], [-0.387, 7.103, -0.505], [-0.261, 5.621, -0.194], [-1.486, 5.111, 0.639], [-1.666, 3.711, 0.474], [-2.508, 3.300, 1.506], [-4.226, 8.938, 0.068], [-3.347, 9.415, 1.541], [-3.031, 7.868, 0.763], [-0.658, 10.040, 1.079], [-0.170, 9.740, -0.584], [-1.012, 7.703, 1.555], [0.646, 8.127, 1.055], [-1.095, 7.300, -1.198], [0.717, 5.432, 0.248], [-0.403, 5.005, -1.082], [-2.437, 5.547, 0.334], [-1.512, 5.378, 1.696], [-2.842, 2.286, 1.287], [-3.500, 3.753, 1.509], [-2.173, 3.421, 2.536], [2.403, -5.925, 4.578], [2.065, -7.082, 3.821], [0.983, -7.035, 2.933], [1.156, -6.352, 1.615], [2.531, -6.549, 1.138], [2.851, -5.873, -0.107], [3.159, -4.385, -0.063], [3.771, -3.875, -1.271], [4.092, -2.553, -1.264], [3.406, -5.893, 5.003], [1.825, -5.951, 5.501], [2.353, -5.059, 3.919], [0.125, -6.626, 3.466], [0.672, -8.041, 2.651], [1.207, -5.289, 1.850], [0.487, -6.634, 0.802], [3.170, -6.243, 1.858], [2.125, -6.117, -0.883], [3.650, -6.444, -0.581], [3.834, -4.209, 0.774], [2.292, -3.834, 0.300], [3.119, -2.113, -1.485], [4.638, -2.400, -2.195], [4.673, -2.249, -0.394], [6.990, 11.284, 2.248], [6.219, 10.140, 2.264], [6.431, 9.222, 1.224], [5.572, 7.994, 1.444], [5.738, 7.284, 2.731], [4.907, 6.080, 2.689], [3.364, 6.087, 2.457], [2.663, 6.612, 3.632], [2.732, 8.018, 3.822], [6.700, 11.926, 3.079], [6.864, 11.797, 1.295], [8.016, 10.915, 2.222], [7.439, 8.848, 1.406], [6.283, 9.593, 0.210], [5.729, 7.280, 0.635], [4.527, 8.293, 1.359], [6.331, 7.668, 3.453], [4.893, 5.600, 3.668], [5.366, 5.391, 1.980], [2.984, 5.072, 2.335], [3.163, 6.680, 1.564], [2.224, 8.324, 4.738], [2.257, 8.408, 2.922], [3.646, 8.611, 3.778], [2.184, -2.179, 3.269], [1.037, -3.002, 2.968], [-0.179, -2.180, 2.732], [-1.366, -2.363, 3.722], [-2.676, -1.932, 3.228], [-2.917, -0.477, 3.334], [-4.171, -0.051, 4.130], [-3.990, -0.249, 5.475], [-3.332, 0.709, 6.125], [3.135, -2.677, 3.076], [2.110, -1.738, 4.263], [2.283, -1.440, 2.474], [-0.553, -2.606, 1.801], [-0.083, -1.105, 2.581], [-1.182, -1.907, 4.694], [-1.447, -3.391, 4.076], [-3.425, -2.429, 3.688], [-2.977, -0.043, 2.336], [-1.982, 0.009, 3.614], [-5.017, -0.575, 3.684], [-4.325, 0.992, 3.853], [-3.289, 0.475, 7.188], [-3.829, 1.674, 6.033], [-2.289, 0.925, 5.894]], "largest_force_ev_per_a": 4.95, "total_charge": 0, "e_lumo_ev": 0.41, "homo_lumo_gap_ev": 8.720}


{"formula": "C3H4F2", "method": "wB97M-V/def2-TZVPD", "elements": ["C", "C", "C", "H", "H", "H", "H", "F", "F"], "xyz": [[-1.125, -0.169, 0.447], [0.025, 0.367, -0.152], [1.386, 0.170, -0.205], [-1.335, 0.358, 1.332], [-0.814, -1.266, 0.896], [-0.105, 1.271, -0.905], [2.229, 0.922, -0.639], [-2.141, -0.638, -0.601], [1.880, -1.015, -0.172]], "largest_force_ev_per_a": 7.72, "total_charge": 0, "e_lumo_ev": 0.68, "homo_lumo_gap_ev": 10.138}


{"formula": "C9H14", "method": "wB97M-V/def2-TZVPD", "elements": ["C", "C", "H", "H", "H", "H", "H", "H", "C", "C", "C", "C", "C", "C", "C", "H", "H", "H", "H", "H", "H", "H", "H"], "xyz": [[-2.842, -1.856, 0.906], [-3.117, -3.354, 0.756], [-1.876, -1.702, 1.380], [-2.969, -1.335, -0.036], [-3.446, -1.407, 1.659], [-2.200, -3.860, 0.487], [-3.405, -3.881, 1.746], [-3.933, -3.569, 0.033], [1.960, 2.085, 1.605], [0.780, 0.218, 0.564], [1.425, 1.432, 0.386], [0.305, -0.520, -0.517], [1.488, 1.931, -0.852], [0.374, -0.012, -1.805], [0.989, 1.206, -1.950], [0.743, -0.191, 1.457], [-0.247, -1.432, -0.479], [1.124, 2.316, 2.287], [2.602, 2.939, 1.391], [1.961, 2.901, -1.026], [0.045, -0.603, -2.696], [1.052, 1.708, -2.950], [2.373, 1.334, 2.182]], "largest_force_ev_per_a": 4.80, "total_charge": 0, "e_lumo_ev": 0.98, "homo_lumo_gap_ev": 10.046}


{"formula": "C5H6O", "method": "wB97M-V/def2-TZVPD", "elements": ["O", "C", "C", "C", "C", "C", "H", "H", "H", "H", "H", "H"], "xyz": [[-1.912, -1.055, -0.613], [-0.896, -0.588, -0.102], [0.497, -1.153, -0.036], [1.326, 0.112, 0.008], [0.565, 1.215, 0.096], [-0.925, 0.864, 0.130], [0.682, -1.798, -0.898], [0.609, -1.755, 0.872], [2.416, 0.082, -0.036], [0.985, 2.213, 0.218], [-1.479, 1.254, 0.983], [-1.869, 0.608, -0.622]], "largest_force_ev_per_a": 3.99, "total_charge": 0, "e_lumo_ev": 1.03, "homo_lumo_gap_ev": 10.411}


{"formula": "H22O11Xe", "method": "wB97M-V/def2-TZVPD", "elements": ["Xe", "O", "H", "H", "O", "H", "H", "O", "H", "H", "O", "H", "H", "O", "H", "H", "O", "H", "H", "O", "H", "H", "O", "H", "H", "O", "H", "H", "O", "H", "H", "O", "H", "H"], "xyz": [[6.322, 5.904, -2.558], [3.776, 7.632, -0.341], [4.453, 7.992, 0.232], [3.326, 8.400, -0.692], [6.349, 2.391, -0.718], [5.612, 2.803, -0.268], [6.357, 1.491, -0.390], [3.127, 5.247, -1.396], [3.281, 6.068, -0.929], [2.948, 5.513, -2.298], [7.935, 2.288, -3.429], [7.460, 2.357, -2.601], [7.550, 1.528, -3.864], [9.158, 4.759, -4.041], [9.527, 4.607, -4.911], [8.546, 4.035, -3.910], [6.932, 9.884, -3.594], [7.391, 9.080, -3.838], [7.017, 9.928, -2.641], [8.085, 4.052, 0.938], [7.603, 3.627, 0.229], [7.928, 3.498, 1.702], [8.338, 7.377, -4.630], [8.675, 6.541, -4.307], [7.487, 7.161, -5.011], [6.165, 6.554, -6.136], [6.576, 6.464, -6.996], [5.440, 5.929, -6.150], [4.011, 9.356, -3.996], [3.784, 10.262, -4.205], [4.941, 9.386, -3.772], [3.953, 4.690, -5.734], [3.622, 5.486, -5.319], [3.208, 4.348, -6.228]], "largest_force_ev_per_a": 1.30, "total_charge": 0, "e_lumo_ev": 0.11, "homo_lumo_gap_ev": 10.038}